Below is a cluster of 2 separate species, ClHNO2P in total at a distorted geometry, with properties calculated with wB97M-V/def2-TZVPD.

Atoms and positions in Å:
N (0.8413, -0.0149, 1.1306)
O (0.2351, -0.4623, 2.0307)
O (-0.5752, 0.1358, -0.3226)
P (-1.3519, -0.5165, -1.3465)
Cl (-0.0837, -0.2646, -2.8354)
H (0.9344, 1.1225, 1.3432)

Atomic forces in eV per Å
N 2.12 2.43 1.35
O -0.63 -1.04 1.16
O -1.19 1.31 1.15
P -0.82 -0.64 -0.49
Cl 0.63 -0.24 -2.17
H -0.11 -1.81 -1.00

LUMO level, eV: -1.14
Relative energy (zero: lowest compared OMol25 entry of this formula, charge and spin), kcal per mole: 19.0
Charge: 0
HOMO energy, eV: -8.59
SMILES string: O=PCl.N=O

Below is a structure of composition C20H33Br2F6NO6 at a distorted geometry, with properties calculated with wB97M-V/def2-TZVPD.

Atoms and positions in Å:
O (1.1121, -3.2629, 0.0374)
C (0.7839, -2.7613, -1.1855)
N (-0.6784, -2.7749, -1.5814)
C (-1.3192, -1.4069, -1.5132)
C (-2.8152, -1.4381, -2.1911)
C (-3.4473, 0.0336, -2.5417)
F (-4.7584, -0.2310, -3.2417)
Br (-2.3593, 1.1518, -3.7926)
C (-3.8196, 0.9554, -1.2312)
F (-3.5027, 0.3327, 0.0748)
F (-5.2745, 1.3520, -1.3140)
Br (-2.8078, 2.7242, -1.2624)
O (1.9116, -2.3076, -2.0156)
C (2.0473, -0.8478, -1.8938)
C (3.5886, -0.2905, -1.8636)
C (3.4669, 1.3704, -1.7127)
F (4.0921, 1.7740, -0.4075)
F (4.0924, 2.0841, -2.8826)
F (2.0461, 1.8376, -1.6810)
H (-1.1529, -3.3262, -0.8040)
H (-1.4614, -1.1577, -0.3550)
H (-0.7221, -0.5483, -2.0375)
H (-3.5348, -1.9230, -1.3712)
H (-2.7853, -2.1154, -3.1616)
H (1.4213, -0.5295, -0.9309)
H (1.5341, -0.3840, -2.8607)
H (4.2113, -0.5371, -2.8353)
H (4.1099, -0.6986, -0.8865)
C (2.2212, 2.6589, 1.7039)
C (1.4342, 3.1280, 2.8982)
O (0.2452, 3.4278, 2.8018)
C (2.1580, 3.2163, 4.2151)
H (1.5704, 2.6449, 0.8232)
H (3.0518, 3.3435, 1.5141)
H (2.5944, 1.6468, 1.8792)
H (2.9859, 3.9256, 4.1373)
H (2.5284, 2.2290, 4.5023)
H (1.4657, 3.5689, 4.9869)
C (2.8240, -2.1757, 3.3967)
C (4.1095, -1.3941, 3.3475)
O (4.6806, -1.1705, 2.2813)
C (4.6694, -0.8965, 4.6532)
H (2.5394, -2.4704, 2.3810)
H (2.9609, -3.0785, 3.9973)
H (2.0281, -1.5558, 3.8170)
H (4.8885, -1.7422, 5.3099)
H (3.9558, -0.2196, 5.1295)
H (5.5991, -0.3493, 4.4644)
C (-2.6503, -6.7891, -3.5717)
C (-1.5601, -5.7541, -3.6509)
O (-1.5312, -4.7968, -2.8792)
C (-0.5066, -5.9357, -4.7107)
H (-3.3393, -6.5291, -2.7611)
H (-3.2086, -6.8132, -4.5110)
H (-2.2168, -7.7699, -3.3612)
H (-0.9693, -5.9219, -5.7008)
H (0.0224, -6.8785, -4.5509)
H (0.2150, -5.1142, -4.6496)
C (-3.1749, 4.9828, 2.5004)
C (-3.5469, 5.9086, 1.3734)
O (-3.2906, 5.6264, 0.2040)
C (-4.2448, 7.1932, 1.7322)
H (-2.6780, 4.0961, 2.0927)
H (-2.4861, 5.4868, 3.1832)
H (-4.0748, 4.6655, 3.0331)
H (-3.6039, 7.7957, 2.3808)
H (-5.1925, 6.9744, 2.2307)
H (-4.4521, 7.7610, 0.8190)

Atomic forces in eV per Å
O -1.95 2.85 -7.63
C 1.22 -2.40 6.15
N 2.65 1.44 1.67
C -1.02 1.43 0.61
C -0.10 -0.44 0.53
C -1.73 -1.42 -0.24
F 3.29 0.58 1.73
Br -0.74 -1.83 0.03
C -1.21 1.51 0.94
F -1.44 1.36 -3.92
F 4.40 -1.69 0.77
Br -1.37 -1.41 1.32
O -2.75 0.25 1.61
C -1.16 1.40 -0.68
C -0.51 0.40 0.76
C -0.26 0.58 0.08
F -1.93 -0.72 -4.56
F -1.90 -2.05 4.20
F 4.56 -1.12 0.01
H 1.22 0.62 -1.44
H 0.36 -0.06 -2.55
H -0.84 -1.89 1.00
H 1.34 1.05 -2.05
H -0.18 1.64 2.00
H 1.76 -0.30 -2.05
H 0.99 -0.82 2.14
H -1.46 0.55 2.07
H -0.89 1.00 -2.10
C -0.48 0.09 -0.19
C -1.55 0.35 -0.29
O 1.45 -0.35 0.20
C -0.40 0.19 0.31
H 0.15 0.02 0.22
H 0.09 -0.23 0.07
H 0.23 0.13 0.00
H 0.10 -0.22 0.01
H 0.20 0.12 -0.07
H 0.14 -0.08 -0.18
C 0.00 -0.06 -0.55
C 0.65 0.22 -1.41
O -0.70 -0.20 1.30
C 0.45 0.24 -0.20
H 0.05 0.05 0.19
H -0.13 0.15 0.13
H 0.04 -0.15 0.18
H -0.19 0.11 0.09
H -0.01 -0.20 0.14
H -0.21 -0.13 0.02
C -0.25 0.19 0.36
C -0.03 1.16 1.00
O -0.24 -1.66 -1.27
C 0.27 0.43 0.13
H 0.17 -0.04 -0.18
H 0.12 -0.20 0.01
H -0.07 -0.01 -0.22
H 0.06 -0.22 0.04
H -0.13 -0.03 -0.18
H -0.17 -0.17 0.01
C 0.20 -0.36 -0.34
C 0.37 -0.48 -1.47
O -0.31 0.46 1.43
C -0.06 0.20 -0.49
H -0.07 0.23 0.10
H -0.17 -0.05 0.09
H 0.08 0.16 0.14
H -0.17 -0.09 0.13
H 0.14 0.08 0.16
H 0.06 -0.14 0.19

LUMO level, eV: 0.01
Charge: 0
HOMO energy, eV: -9.32

Below is a structure of composition C23H32N4O4S at a distorted geometry, with properties calculated with wB97M-V/def2-TZVPD.

Atoms and positions in Å:
C (3.6215, 2.9400, 0.4729)
C (2.4985, 2.0387, 0.9043)
H (2.0371, 1.3072, 0.1383)
C (2.9829, 1.1546, 2.1695)
N (1.9818, 0.5489, 2.6927)
C (1.4194, 0.8720, 4.0989)
O (1.9639, 1.7030, 4.9522)
C (0.1193, -0.0148, 4.4435)
H (-0.7268, 0.6199, 4.1606)
H (0.0633, -0.0066, 5.4854)
S (-0.3429, -1.6595, 3.8428)
C (-1.1370, -1.2793, 2.4077)
N (-1.2774, 0.1348, 2.0326)
C (-2.3371, 0.4173, 1.0861)
C (-2.4826, 1.6993, 0.8226)
C (-3.4107, 2.2442, -0.1020)
C (-3.8321, 1.3012, -1.1108)
C (-3.5701, -0.0737, -0.8183)
C (-2.8209, -0.6472, 0.1078)
C (-2.4319, -1.8650, 0.4529)
O (-2.5661, -2.9040, -0.3570)
N (-1.6697, -2.1096, 1.6915)
C (-1.2029, -3.5483, 1.7842)
H (-1.2745, -3.6481, 2.9201)
H (-1.7525, -4.4617, 1.1470)
C (0.3032, -3.7437, 1.1739)
C (0.6451, -3.2308, -0.2842)
C (0.4624, -1.9655, -0.4062)
O (0.9033, -0.9672, 0.5775)
N (0.2405, -1.3272, -1.6604)
H (-0.0657, -2.1601, -2.3604)
C (0.3568, -0.0929, -2.0150)
H (0.0445, 0.5669, -1.1011)
H (1.3317, 0.3345, -2.4638)
C (-0.8078, 0.3000, -2.9937)
H (-1.9875, -0.2378, -2.5704)
C (-0.9080, 1.6142, -3.4325)
H (-2.0092, 2.3979, -2.7797)
H (-0.1204, 2.2616, -3.0226)
C (-1.2171, 1.7230, -4.7143)
H (-0.7879, 2.8128, -5.3984)
H (-2.2906, 1.7365, -4.9615)
C (-0.2625, 0.5324, -5.1514)
H (-0.4889, 0.1460, -6.1768)
O (-0.5773, -0.5457, -4.1282)
H (0.7546, 0.7496, -5.4128)
H (-0.2807, -3.6490, -0.9127)
H (1.4878, -3.6252, -0.7514)
H (1.0113, -3.2585, 1.8161)
H (0.5745, -4.7883, 1.5454)
H (-3.9804, -1.0126, -1.5296)
H (-4.5735, 1.3760, -1.8833)
H (-3.7090, 3.0635, -0.5406)
H (-2.1980, 2.6627, 1.4750)
H (1.1924, 0.0972, 2.0853)
C (3.7227, 0.1408, 1.8789)
H (4.2622, -0.5917, 2.6789)
H (3.4554, -0.5548, 1.1662)
H (4.7575, 0.4059, 1.4382)
H (3.1970, 2.0126, 2.9690)
H (1.8218, 2.6689, 1.2782)
H (3.2551, 3.6153, -0.3040)
H (4.4823, 2.1977, 0.0032)
H (4.1500, 3.5712, 1.4438)

Atomic forces in eV per Å
C 3.59 -0.95 0.24
C 2.78 -3.42 -0.23
H 0.88 1.35 0.91
C -2.21 12.39 0.09
N -13.27 -2.90 8.42
C 3.04 0.88 -1.09
O -2.85 -4.18 -4.28
C 0.52 2.16 -1.22
H 0.16 0.00 -0.25
H 0.16 -0.54 1.81
S 1.87 0.15 1.27
C 0.96 11.43 1.11
N -2.04 -3.41 0.99
C 4.68 -5.48 0.85
C -2.60 9.12 0.71
C 1.56 -8.09 -2.10
C 0.05 -3.14 2.92
C -3.20 -2.45 -6.04
C 1.23 7.39 5.50
C 1.44 -8.61 -2.53
O 0.44 3.74 3.26
N -4.10 -7.53 -7.08
C 0.69 -1.89 -0.97
H 0.56 -0.99 -1.66
H 0.39 3.32 2.12
C 0.19 -0.54 2.21
C -5.14 -10.62 1.65
C 3.25 18.62 0.97
O -2.59 -5.78 -4.66
N -0.92 -12.49 2.16
H 0.87 3.20 1.41
C -1.77 9.12 -0.20
H 1.22 -0.93 -1.11
H -1.08 -0.97 0.69
C -2.50 -7.42 2.92
H 3.67 1.90 -0.71
C -2.37 7.79 9.88
H 2.98 -2.47 -1.07
H 0.23 -0.31 -0.47
C 1.65 2.60 -10.34
H -1.17 -3.17 2.43
H 0.64 -0.94 -0.29
C -3.03 -2.11 -2.83
H -0.73 -0.23 0.84
O 1.02 2.86 -2.64
H 1.06 0.57 1.55
H 1.73 0.26 0.73
H 1.69 -0.60 -0.42
H 0.20 1.06 0.40
H -0.53 0.72 -1.74
H 0.60 2.97 1.32
H -0.01 0.98 -0.30
H -0.74 5.82 -0.20
H 0.41 -3.07 -0.69
H 2.07 0.92 1.23
C 14.61 -7.89 -1.47
H -2.03 1.88 -0.77
H -1.78 -1.23 -1.56
H -0.98 0.28 0.05
H 0.98 -1.87 -1.51
H -3.41 2.03 1.49
H 0.49 0.20 0.13
H -1.81 2.31 1.06
H -1.67 -1.81 -2.88

LUMO level, eV: -0.60
Relative energy (zero: lowest compared OMol25 entry of this formula, charge and spin), kcal per mole: 514.0
Charge: 0
HOMO energy, eV: -7.92

Below is a cluster of 3 separate species, C24H59F4N7O10P2S in total at a distorted geometry, with properties calculated with wB97M-V/def2-TZVPD.

Atoms and positions in Å:
C (-1.2286, -6.5014, -2.7500)
C (-0.2556, -5.7375, -1.8404)
O (0.6457, -6.6065, -1.1802)
C (1.8012, -5.9296, -0.7091)
C (2.1775, -6.3923, 0.7145)
O (1.9753, -5.2503, 1.5664)
C (2.2240, -5.5293, 2.8995)
O (2.8839, -4.5353, 3.5739)
C (2.0876, -3.4463, 4.0213)
C (1.4152, -2.6127, 2.9068)
C (0.6250, -1.4053, 3.5113)
O (-0.7389, -1.3272, 3.0635)
C (-0.8603, -1.1070, 1.7447)
F (-1.0002, -2.2128, 1.0153)
F (-1.9807, -0.3876, 1.5605)
F (0.1302, -0.3913, 1.2142)
O (2.2341, -2.2739, 1.8105)
C (3.5586, -1.8346, 2.0982)
N (3.6782, -0.6348, 2.9114)
C (4.1608, -1.4713, 0.7062)
O (5.2017, -2.3353, 0.2934)
C (4.7510, -3.6618, 0.1192)
S (0.6623, -6.1547, 3.6715)
O (0.4982, -7.4979, 3.2592)
O (-0.4673, -5.3331, 3.4361)
F (1.0166, -6.2251, 5.2275)
H (-1.5883, -5.8274, -3.5404)
H (-0.7547, -7.3470, -3.2616)
H (-2.1171, -6.8439, -2.2070)
H (0.2791, -5.0137, -2.4765)
H (-0.8623, -5.1826, -1.1046)
H (2.6368, -6.0776, -1.4124)
H (1.5719, -4.8523, -0.7017)
H (3.2426, -6.6629, 0.7254)
H (1.5067, -7.2274, 0.9472)
H (2.8988, -6.4016, 2.8924)
H (1.3378, -3.7090, 4.7838)
H (2.7757, -2.7727, 4.5563)
H (0.6259, -3.2568, 2.4891)
H (1.1363, -0.4525, 3.3742)
H (0.5732, -1.5982, 4.5922)
H (4.2271, -2.6002, 2.5137)
H (3.1390, 0.1109, 2.4734)
H (3.3077, -0.7486, 3.8500)
H (3.3482, -1.5765, -0.0391)
H (4.4652, -0.4225, 0.6624)
H (4.8098, -4.1717, 1.1033)
H (3.6943, -3.7255, -0.1831)
H (5.4145, -4.2308, -0.5406)
O (3.1321, 1.9335, -0.1165)
P (2.3783, 3.1810, -0.5521)
N (2.4487, 2.8496, -2.2486)
C (2.7119, 3.7804, -3.3253)
C (1.6667, 1.6930, -2.6877)
N (3.6348, 4.2927, -0.0316)
C (4.5373, 4.9278, -0.9759)
C (4.4726, 3.7802, 1.0589)
N (1.2737, 4.4919, -0.7331)
C (-0.0657, 4.1828, -1.2368)
C (1.5249, 5.9155, -0.6223)
H (1.9418, 4.5560, -3.4448)
H (2.7801, 3.2538, -4.2780)
H (3.6811, 4.2626, -3.2246)
H (0.5848, 1.8682, -2.6251)
H (1.8967, 0.8209, -2.0703)
H (1.8972, 1.4118, -3.7156)
H (5.1448, 4.2032, -1.5343)
H (5.2213, 5.5970, -0.4459)
H (4.0182, 5.5796, -1.6785)
H (5.2247, 3.0707, 0.6960)
H (3.8723, 3.2880, 1.8209)
H (4.9990, 4.6074, 1.5420)
H (-0.0855, 4.1166, -2.3294)
H (-0.7964, 4.9358, -0.9421)
H (-0.4199, 3.2339, -0.8289)
H (1.9090, 6.3226, -1.5619)
H (2.2053, 6.1578, 0.1893)
H (0.6049, 6.4605, -0.3913)
O (-4.7627, 3.7355, -2.9672)
P (-5.3707, 2.7450, -1.9881)
N (-5.7541, 3.9110, -0.7664)
C (-5.5899, 3.7809, 0.6657)
C (-6.8031, 4.8651, -1.1251)
N (-3.8592, 1.9067, -1.6808)
C (-3.1002, 2.1184, -0.4625)
C (-2.8968, 1.9845, -2.7849)
N (-6.2419, 1.4738, -1.2129)
C (-7.6915, 1.6205, -1.0960)
C (-5.7261, 0.3284, -0.4868)
H (-6.2207, 3.0031, 1.1200)
H (-5.8355, 4.7187, 1.1660)
H (-4.5550, 3.5993, 0.9463)
H (-7.7944, 4.3976, -1.1861)
H (-6.5906, 5.3173, -2.0968)
H (-6.8684, 5.6865, -0.4111)
H (-2.7679, 3.1603, -0.3467)
H (-2.2094, 1.4835, -0.4587)
H (-3.6439, 1.8129, 0.4311)
H (-2.3788, 2.9513, -2.8061)
H (-3.3830, 1.8325, -3.7456)
H (-2.1410, 1.2019, -2.6734)
H (-7.9716, 2.2336, -0.2331)
H (-8.1912, 0.6579, -0.9887)
H (-8.1038, 2.0835, -1.9944)
H (-5.5011, 0.5873, 0.5515)
H (-4.8469, -0.1032, -0.9567)
H (-6.4590, -0.4834, -0.4611)

Atomic forces in eV per Å
C -0.08 0.08 -0.05
C -0.75 0.05 -0.64
O 0.12 -0.09 0.03
C -0.16 0.30 -0.04
C -0.23 0.51 -1.51
O -0.66 -0.09 0.74
C 1.58 -0.77 -0.56
O -0.95 0.14 0.18
C 0.37 1.83 0.28
C -1.04 -0.45 -0.29
C 0.80 -0.90 0.92
O 0.80 -0.13 -0.15
C -1.03 0.85 -0.20
F 0.19 -0.40 0.03
F -0.25 -0.06 0.02
F 0.40 0.02 -0.02
O 0.24 -0.30 0.70
C 1.12 1.28 -0.95
N -0.58 -0.21 0.17
C -1.05 -0.54 -0.61
O 0.18 0.26 -0.25
C 0.05 -0.53 1.19
S -0.95 -0.91 -0.40
O 0.76 -0.90 -0.01
O 0.15 1.26 0.72
F -0.04 0.54 -0.75
H 0.08 -0.07 0.25
H 0.01 0.13 0.27
H 0.31 -0.14 -0.06
H 0.11 -0.14 0.30
H 0.38 0.06 -0.07
H -0.18 -0.11 0.16
H 0.34 -0.19 0.29
H -0.25 -0.12 0.32
H 0.32 0.12 0.29
H -0.31 0.04 0.64
H 0.09 -0.36 -0.42
H 0.11 -0.44 -0.10
H 0.28 0.14 -0.05
H -0.16 -0.15 -0.21
H -0.39 0.28 -0.24
H -0.62 -0.12 0.24
H 0.24 0.05 -0.03
H 0.16 -0.07 -0.03
H 0.06 0.14 0.33
H 0.43 -0.35 0.16
H -0.16 -0.04 -0.32
H 0.30 0.16 -0.26
H -0.13 0.47 -0.15
O -3.62 -0.68 1.75
P 5.65 2.94 -3.48
N -0.33 -0.98 -0.48
C -0.27 0.64 0.12
C 0.08 -0.44 0.45
N 0.26 0.06 0.42
C -0.29 0.46 -0.31
C -0.17 -0.18 0.08
N -1.26 -1.46 1.05
C 0.04 -0.41 -0.17
C 0.02 0.50 0.84
H 0.02 0.09 -0.03
H -0.21 -0.23 0.14
H -0.10 0.09 0.18
H -0.04 -0.05 -0.16
H -0.01 0.10 0.09
H 0.12 0.18 0.00
H 0.00 0.00 -0.02
H -0.01 -0.16 0.16
H -0.09 -0.16 -0.07
H -0.03 -0.08 0.08
H 0.04 -0.05 -0.05
H -0.09 0.14 -0.13
H 0.00 0.02 -0.03
H 0.13 0.06 0.12
H 0.02 0.00 -0.14
H 0.09 -0.08 -0.01
H 0.21 -0.17 -0.19
H -0.14 -0.26 -0.09
O -3.21 -1.35 -2.02
P 5.13 0.95 4.91
N -0.57 0.94 -0.12
C -0.11 -0.65 0.23
C 0.12 0.15 -0.60
N 0.42 -0.19 -0.26
C -0.27 -0.25 0.51
C -0.18 0.04 -0.19
N -1.22 0.28 -1.79
C -0.12 0.41 -0.06
C 0.29 -0.82 -0.40
H 0.03 -0.05 0.08
H -0.21 0.06 -0.26
H -0.05 -0.20 -0.11
H -0.07 0.12 0.10
H 0.03 -0.13 -0.02
H 0.15 -0.12 0.12
H -0.05 0.00 0.03
H -0.01 0.01 -0.22
H -0.12 0.14 -0.03
H -0.03 0.01 -0.12
H 0.02 0.09 0.02
H -0.09 -0.07 0.19
H 0.00 0.00 0.03
H 0.17 -0.07 -0.06
H -0.04 0.08 0.08
H 0.08 0.09 -0.03
H 0.12 0.29 0.09
H -0.20 0.22 -0.08

LUMO level, eV: -0.12
Relative energy (zero: lowest compared OMol25 entry of this formula, charge and spin), kcal per mole: 111.6
Charge: 0
HOMO energy, eV: -8.14
SMILES string: CCOCCO[C@@H](OC[C@@H](COC(F)(F)F)O[C@H](N)COC)S(=O)(=O)F.CN(C)P(=O)(N(C)C)N(C)C.CN(C)P(=O)(N(C)C)N(C)C

Question: The highest LUMO level belongs to which entry?
Answer: C20H33Br2F6NO6

Question: HOMO energy of number 1 (ClHNO2P)?
Answer: -8.59 eV

Question: Which formula does entry 3 have?
Answer: C23H32N4O4S